An isolated ion of composition C6H12 and charge -1, computed with ωB97M-V/def2-TZVPD.

The calculation puts the highest occupied orbital energy (alpha / beta) at 1.428 / -5.536 eV. The spin multiplicity is 2. The orbital gap (alpha / beta) comes out at 2.66 / 9.54 eV. The relative energy (zero: lowest compared OMol25 entry of this formula, charge and spin) comes out at 152.8 kJ/mol. For the LUMO energy (alpha / beta), the calculation gives 4.09 / 4.00 eV. Its net charge is -1.

Each line ends with the Löwdin spin population.
Geometry (Å):
C: 1.2441 0.0359 -2.0472  0.11
C: 0.2045 0.4115 -0.9377  0.14
C: 0.0573 -0.6252 0.1846  0.03
C: 0.4854 -1.8503 0.2176  0.05
C: -0.6146 -0.1413 1.4606  0.08
C: -1.3997 1.1788 1.3465  0.23
H: 1.0995 0.5860 -3.0518  0.03
H: 1.1579 -0.8679 -2.4173  0.01
H: 2.1949 0.2139 -1.6564  0.01
H: 0.6181 1.3552 -0.5304  0.05
H: -0.7088 0.9488 -1.2995  0.05
H: 1.1692 -2.2766 -0.4827  0.01
H: 0.3071 -2.5043 0.9675  0.01
H: 0.1655 -0.0142 2.2757  0.02
H: -1.0625 -0.9847 2.0544  0.01
H: -0.7685 2.0603 1.4716  0.06
H: -2.1722 1.1958 2.1420  0.04
H: -1.9774 1.2784 0.3028  0.05

---

An isolated ion of composition C36H56FSi and charge +1, computed with ωB97M-V/def2-TZVPD.

The calculation puts the highest occupied orbital energy at -11.846 eV. The spin multiplicity is 1. The orbital gap comes out at 6.49 eV. The relative energy (zero: lowest compared OMol25 entry of this formula, charge and spin) comes out at 0.0 kJ/mol. For the LUMO energy, the calculation gives -5.36 eV. Its net charge is +1.

Each line ends with the Mulliken charge.
Geometry (Å):
F: 2.8626 7.5150 -3.9296  -0.31
C: 2.6921 6.1920 -3.5872  0.14
C: 3.8222 5.4266 -3.3460  -0.69
C: 3.6152 4.1005 -2.9363  -0.78
C: 2.3240 3.6041 -2.7518  -0.41
C: 1.1912 4.4188 -2.9227  -0.37
C: -0.2091 3.8321 -2.5953  0.77
C: -1.4085 4.7924 -2.8176  -0.33
C: -2.6247 4.2530 -3.2672  -0.35
C: -3.7033 5.0950 -3.5655  -0.66
C: -3.5837 6.4787 -3.3856  -0.47
C: -2.4368 6.9973 -2.7751  -0.89
C: -1.3808 6.1351 -2.4323  -0.29
C: 1.3914 5.7032 -3.4498  -0.65
H: 4.8207 5.8381 -3.4751  0.46
H: 4.4693 3.4529 -2.7547  0.43
H: 2.1946 2.5576 -2.4607  0.60
H: -0.3454 3.0442 -3.3564  0.59
H: -2.7287 3.1706 -3.3807  0.35
H: -4.6294 4.6692 -3.9568  0.39
H: -4.3986 7.1482 -3.6812  0.39
H: -2.3415 8.0656 -2.5759  0.39
H: -0.5162 6.5330 -1.8927  0.65
H: 0.5641 6.3649 -3.6950  0.88
C: -4.6053 -4.9062 -3.4282  -1.28
C: -4.2309 -4.4125 -2.0340  -0.32
C: -3.5196 -3.0654 -2.0830  -0.75
C: -3.0940 -2.5690 -0.7099  -0.83
C: -2.3624 -1.2299 -0.8116  -0.72
C: -1.9035 -0.6741 0.5501  -0.48
Si: -0.0617 -0.3723 0.7450  -1.51
C: 0.2776 0.0208 2.5590  -0.60
C: -0.1491 -1.0681 3.5701  -0.77
C: -1.1054 -0.5713 4.6609  -0.77
C: -1.6147 -1.6482 5.6337  -0.82
C: -0.5525 -2.2931 6.5311  -0.21
C: -1.1369 -3.2793 7.5445  -1.34
C: 0.7963 -2.0112 0.3637  -0.41
C: 2.3069 -2.0859 0.6153  -0.64
C: 2.8653 -3.4940 0.3708  -0.76
C: 4.3724 -3.5473 0.5614  -0.72
C: 4.9779 -4.9220 0.2937  -0.33
C: 6.4968 -4.9284 0.4382  -1.26
C: 0.6369 1.0433 -0.4058  0.82
C: 1.3967 2.2051 0.3037  -0.75
C: 0.6943 3.5074 -0.1175  -1.34
C: -0.3399 3.1478 -1.2527  0.58
C: -0.2842 1.6783 -1.3234  -1.25
H: -5.1284 -5.8633 -3.3611  0.38
H: -5.2620 -4.1905 -3.9344  0.32
H: -3.7112 -5.0468 -4.0452  0.32
H: -5.1333 -4.3173 -1.4153  0.32
H: -3.5787 -5.1464 -1.5412  0.32
H: -2.6370 -3.1495 -2.7328  0.32
H: -4.1861 -2.3236 -2.5453  0.29
H: -3.9792 -2.4550 -0.0667  0.37
H: -2.4466 -3.3173 -0.2278  0.28
H: -1.5126 -1.3387 -1.5060  0.32
H: -3.0394 -0.4962 -1.2762  0.50
H: -2.3929 0.2943 0.7277  0.56
H: -2.2178 -1.3373 1.3713  0.62
H: 1.3647 0.1743 2.6414  0.51
H: -0.1952 0.9868 2.7878  0.73
H: -0.6153 -1.9259 3.0579  0.21
H: 0.7549 -1.4707 4.0522  0.37
H: -0.6090 0.2257 5.2310  0.37
H: -1.9861 -0.1204 4.1848  0.33
H: -2.3714 -1.1816 6.2806  0.39
H: -2.1268 -2.4426 5.0727  0.28
H: 0.1867 -2.8108 5.9039  0.24
H: -0.0139 -1.4993 7.0685  0.29
H: -0.3314 -3.7054 8.1498  0.37
H: -1.8421 -2.7832 8.2211  0.33
H: -1.6588 -4.1045 7.0468  0.34
H: 0.2875 -2.7689 0.9816  0.53
H: 0.5813 -2.2763 -0.6835  0.58
H: 2.8328 -1.3694 -0.0376  0.26
H: 2.5381 -1.7872 1.6517  0.21
H: 2.3784 -4.1965 1.0615  0.35
H: 2.6032 -3.8159 -0.6465  0.33
H: 4.8468 -2.8135 -0.1035  0.36
H: 4.6161 -3.2474 1.5892  0.32
H: 4.5395 -5.6485 0.9897  0.31
H: 4.7030 -5.2451 -0.7186  0.33
H: 6.8927 -5.9227 0.2177  0.38
H: 6.9626 -4.2182 -0.2518  0.32
H: 6.7988 -4.6627 1.4558  0.32
H: 1.3553 0.4007 -0.9555  0.43
H: 1.4391 2.0793 1.3947  0.63
H: 2.4320 2.2073 -0.0643  0.24
H: 0.1263 3.9410 0.7172  0.44
H: 1.4197 4.2536 -0.4530  0.40
H: -1.3242 3.4341 -0.8320  0.61
H: -0.8621 1.0887 -2.0424  0.60

---

C12H11CuN6Se as an isolated structure, computed with ωB97M-V/def2-TZVPD.

The calculation puts the highest occupied orbital energy at -7.681 eV. The spin multiplicity is 1. The orbital gap comes out at 8.13 eV. For the LUMO energy, the calculation gives 0.45 eV.

Each line ends with the Mulliken charge.
Geometry (Å):
Cu: 0.6622 2.0302 -0.6544  -0.24
N: 3.0012 -1.1888 0.1975  -0.07
C: 3.8545 -0.4808 -0.6142  -0.54
C: 3.2695 0.7038 -0.7718  -0.25
N: 2.0515 0.7268 -0.1503  -0.02
C: 1.9069 -0.4647 0.4604  0.33
C: 0.8143 -0.9332 1.3644  0.33
N: 0.5927 -2.2000 1.6268  -0.70
C: -0.5323 -2.1883 2.3876  -0.60
C: -0.9522 -0.9304 2.6105  -0.16
N: -0.0429 -0.1416 2.0006  0.17
H: 3.1543 -2.0996 0.5381  0.20
H: 4.8005 -0.7993 -1.0563  0.38
H: 3.5477 1.5984 -1.3253  0.41
H: -0.9499 -3.1056 2.8151  0.43
H: -1.8219 -0.5467 3.1835  0.40
H: -0.1102 0.8837 1.9211  0.29
C: -2.8397 -0.8976 -1.8295  -0.11
C: -1.5345 -1.2565 -2.0857  -0.89
C: -0.6180 -0.2401 -1.8305  0.22
N: -0.9790 1.0216 -1.5457  -0.37
C: -2.2309 1.3673 -1.3446  0.01
C: -3.2155 0.3795 -1.4795  -0.62
H: -3.5860 -1.6624 -1.8174  0.38
H: -1.2189 -2.2359 -2.3087  0.44
H: 0.4496 -0.4696 -1.8756  0.46
H: -2.3768 2.4356 -1.1454  0.41
H: -4.2831 0.6247 -1.3987  0.36
Se: 0.3344 4.3012 0.2291  -0.19
C: -0.3919 3.2302 1.5167  0.24
N: -0.7558 2.5381 2.3822  -0.69

---

A single C5H8N2 molecule, computed with ωB97M-V/def2-TZVPD.

The calculation puts the highest occupied orbital energy (alpha / beta) at -6.603 / -6.599 eV. The spin multiplicity is 1. The orbital gap (alpha / beta) comes out at 6.48 / 6.48 eV. The relative energy (zero: lowest compared OMol25 entry of this formula, charge and spin) comes out at 562.6 kJ/mol. For the LUMO energy (alpha / beta), the calculation gives -0.12 / -0.12 eV.

Each line ends with the Mulliken charge.
Geometry (Å):
C: -0.3261 -1.0854 0.5673  0.19
N: 1.6980 0.6050 -1.6103  -0.74
C: 0.5858 -1.1912 -0.4957  -0.24
C: 0.1900 0.5943 0.7540  0.00
C: -1.4431 -1.7093 0.9398  -0.87
C: -0.6402 1.6704 0.5554  -0.92
N: 1.0989 0.0365 -0.5048  0.29
H: 1.9420 1.5714 -1.4150  0.28
H: 1.0875 0.6201 -2.4251  0.25
H: 0.8761 -1.9871 -1.1740  0.47
H: 0.8913 0.6500 1.5840  0.27
H: -1.9070 -2.4818 0.3349  0.24
H: -1.9650 -1.4137 1.8434  0.27
H: -1.3504 1.6823 -0.2632  0.25
H: -0.7379 2.4385 1.3095  0.26

---

Cl2HgO12S as an isolated structure, computed with ωB97M-V/def2-TZVPD.

The calculation puts the highest occupied orbital energy (alpha / beta) at -6.298 / -6.539 eV. The spin multiplicity is 2. The orbital gap (alpha / beta) comes out at 3.79 / 3.90 eV. For the LUMO energy (alpha / beta), the calculation gives -2.51 / -2.64 eV. Its net charge is -1.

Each line ends with the Löwdin spin population.
Geometry (Å):
Hg: 3.9120 8.6499 -17.1679  -0.01
S: 4.6554 11.8780 -18.9790  0.00
O: 3.6381 12.2556 -19.9417  -0.03
O: 5.0546 12.8192 -17.9740  -0.02
O: 4.1542 10.7476 -18.2769  0.07
O: 5.8634 11.5423 -19.5615  0.01
Cl: 7.2612 6.6652 -17.0221  -0.05
O: 7.0899 5.2356 -16.6905  0.58
O: 8.3967 6.3485 -17.8458  0.43
O: 6.2558 7.2980 -17.7898  0.01
O: 7.3998 7.5642 -15.8920  0.02
Cl: 3.6344 4.8408 -15.2665  0.00
O: 4.1502 5.3161 -13.9537  0.00
O: 4.2408 3.6314 -15.4723  0.00
O: 2.2338 4.5289 -15.1828  0.00
O: 3.9483 5.8874 -16.1428  0.00

---

A 13-piece molecular cluster, H26O13 overall, computed with ωB97M-V/def2-TZVPD.

The calculation puts the highest occupied orbital energy at -10.328 eV. The spin multiplicity is 1. The orbital gap comes out at 10.14 eV. The relative energy (zero: lowest compared OMol25 entry of this formula, charge and spin) comes out at 241.3 kJ/mol. For the LUMO energy, the calculation gives -0.19 eV.

Each line ends with the Mulliken charge.
Geometry (Å):
O: -9.6740 -5.6700 4.4490  -0.50
H: -10.6070 -5.3290 4.6920  0.31
H: -9.8480 -6.2330 3.6940  0.28
O: -9.8780 -5.6260 7.4950  -0.63
H: -9.9250 -4.8500 6.9220  0.26
H: -8.9300 -5.7360 7.7590  0.31
O: -9.1920 0.2510 2.5120  -0.63
H: -9.6340 1.1020 2.7860  0.30
H: -9.1430 -0.2350 3.3150  0.36
O: -6.8600 -3.7150 4.2580  -0.65
H: -6.8490 -2.7750 4.3860  0.26
H: -6.3590 -4.0900 4.9410  0.30
O: -9.7230 -0.7860 8.5270  -0.63
H: -10.2060 -1.1430 9.2630  0.27
H: -9.0260 -1.3790 8.2970  0.36
O: -9.1680 -3.1990 5.8410  -0.14
H: -8.7890 -3.7820 5.1840  0.16
H: -9.0920 -2.3050 5.4800  0.22
O: -7.0610 -6.0610 2.7010  -0.56
H: -7.9070 -6.2070 2.2710  0.26
H: -7.1260 -5.2770 3.2380  0.42
O: -7.5170 -2.2310 7.9460  -0.74
H: -7.4010 -2.8430 8.6140  0.30
H: -7.9610 -2.6440 7.1800  0.46
O: -7.1540 -6.8550 5.4980  -0.62
H: -7.5120 -7.6980 5.4660  0.27
H: -7.8760 -6.2290 5.3790  0.29
O: -11.6120 -3.1620 7.9890  -0.56
H: -11.1640 -2.5680 7.4360  0.27
H: -12.1610 -2.5960 8.5030  0.28
O: -9.0510 -0.5830 5.2940  -0.69
H: -8.4700 -0.2440 5.9470  0.26
H: -9.8440 -0.0520 5.3910  0.30
O: -9.3400 -3.6630 2.6740  -0.55
H: -9.7170 -4.0910 1.9030  0.31
H: -9.4260 -4.4610 3.2100  0.13
O: -11.8970 -4.2940 4.9960  -0.64
H: -11.7730 -3.3800 5.1540  0.28
H: -12.3510 -4.3800 4.1280  0.32